ORCA calculation (ωB97M-V/def2-TZVPD) on 4 unconnected molecules or ions with the total composition C4H16NO2 in a non-equilibrium geometry.

Its charge is +1. The value obtained for the energy above the lowest of the compared OMol25 structures with the same formula, charge and spin is 234.1 kcal/mol. The value obtained for the HOMO-LUMO gap is 4.31 eV. As for the LUMO energy: -10.503 eV. For the largest force on an atom, the calculation gives 4.2 eV Å⁻¹. The spin multiplicity is 1.

XYZ file:
```
23
Properties=species:S:1:pos:R:3:mulliken_charge:R:1
C 0.67 -1.59 0.34 -0.7391
C -0.05 -0.35 0.77 0.8227
C 0.25 -0.05 2.24 -1.6482
C -1.60 -0.47 0.71 -1.3032
N 0.37 -1.97 -1.08 -0.1549
H 0.42 -2.42 1.02 0.4500
H 1.77 -1.39 0.52 0.3798
H 0.38 0.46 0.20 0.3193
H 1.32 0.06 2.42 0.4384
H -0.18 -0.81 2.94 0.4032
H -0.24 0.93 2.49 0.3820
H -1.98 -1.30 1.32 0.4083
H -2.11 0.44 0.98 0.4008
H -1.83 -0.71 -0.35 0.3531
H 0.91 3.49 -1.44 0.2100
H 0.58 -1.13 -1.72 0.3092
H 1.01 -2.71 -1.34 0.3769
H -1.60 2.22 -1.56 0.2554
H 0.61 2.94 -1.03 -0.2545
O -0.92 1.75 -1.14 -0.4697
H 1.57 0.75 -2.57 0.2526
H -0.25 1.32 -1.77 0.3676
O 0.89 0.52 -1.96 -0.5596
```